1.
Formula: C3H6N4O
Source: the Open Molecules 2025 dataset
Level of theory: the ωB97M-V functional and the def2-TZVPD basis

Each line ends with the Löwdin charge.
CARTESIAN COORDINATES (ANGSTROEM)
C -0.4286 -0.4182 -0.0129  -0.431
C 1.9963 0.5642 -0.1650  -0.118
C 1.6927 -0.8363 0.2656  -0.175
H -3.0434 0.4316 -0.9512  0.091
H -3.4759 -0.2353 0.7921  0.202
H -0.8292 1.6786 -0.0374  0.129
H 2.9515 0.5858 -0.7214  0.117
H 2.4300 -1.4995 -0.0688  0.107
H 1.6479 -0.7827 1.3466  0.130
N -2.5615 0.4425 0.0614  -0.106
N -1.6555 -0.7509 -0.1757  -0.029
N -0.1291 0.9856 0.3013  0.017
N 1.0667 1.4783 -0.1171  0.030
O 0.4640 -1.3906 -0.1719  0.037

Cartesian forces, eV/Å:
C -3.80 1.38 -0.31
C -0.99 0.02 -1.22
C 0.32 0.65 0.98
H 0.74 0.16 2.97
H 3.31 2.97 -3.04
H 0.17 -1.53 0.86
H -0.53 1.33 0.68
H 1.20 -0.91 -0.21
H 0.23 -0.40 0.58
N -3.93 -4.36 -0.52
N 0.02 1.08 0.59
N 0.25 -0.70 -0.57
N 2.84 -1.53 -0.71
O 0.17 1.83 -0.08

Results
* HOMO-LUMO gap: 9.7 eV
* relative energy (zero: lowest compared OMol25 entry of this formula, charge and spin): 124.3 kcal/mol
* energy: -11211.38821 eV
* maximum force: 5.89 eV Å⁻¹


2.
Formula: C18H28ClCsN3O3Ta
Source: the Open Molecules 2025 dataset
Level of theory: the ωB97M-V functional and the def2-TZVPD basis

Each line ends with the Löwdin charge.
CARTESIAN COORDINATES (ANGSTROEM)
N -1.2371 -1.3713 0.7472  -0.118
C -1.6743 -1.9193 1.7580  -0.528
O -2.3407 -2.6775 2.4209  -0.022
Cs -3.2540 -3.4880 -0.0703  1.208
Ta 0.0374 0.0353 0.1515  1.865
N -1.3133 1.4409 -0.0728  -0.237
N 0.6687 -0.7483 -1.5574  -0.232
C -2.6554 1.7457 0.5285  -0.621
C 1.6691 -1.8560 -1.7741  -0.632
C -3.6270 0.6481 0.1178  -0.044
C -3.1784 3.1013 0.0651  -0.039
C -2.4718 1.7861 2.0449  -0.033
C 1.6692 -2.3589 -3.2197  -0.049
C 3.0596 -1.2700 -1.5276  -0.032
C 1.3764 -3.0176 -0.8339  -0.047
H -3.7018 0.5849 -0.9773  0.099
H -4.6270 0.8824 0.5134  0.108
H -3.3322 -0.3371 0.5046  0.023
H -2.5316 3.9182 0.4017  0.092
H -4.1630 3.2598 0.5213  0.108
H -3.3006 3.1413 -1.0219  0.098
H -2.1643 0.8210 2.4686  0.063
H -3.4224 2.0853 2.5127  0.108
H -1.7106 2.5342 2.3088  0.101
H 0.6707 -2.6382 -3.5612  0.095
H 2.3000 -3.2539 -3.2686  0.105
H 2.1041 -1.6216 -3.9020  0.093
H 3.2693 -0.4992 -2.2802  0.096
H 3.8060 -2.0750 -1.5988  0.110
H 3.1322 -0.7980 -0.5430  0.054
H 1.4413 -2.7475 0.2306  0.076
H 2.1320 -3.7973 -1.0216  0.106
H 0.3880 -3.4556 -1.0377  0.078
C 0.4897 0.1313 -2.7358  -0.120
H -0.4606 0.6707 -2.6753  0.065
H 1.3190 0.8507 -2.8477  0.105
H 0.4208 -0.4655 -3.6543  0.083
C -0.6495 2.5170 -0.8415  -0.126
H -0.6596 3.4724 -0.2958  0.102
H 0.4118 2.2716 -1.0313  0.075
H -1.1509 2.6612 -1.8126  0.103
Cl 5.7619 0.1937 6.2644  0.766
C 4.4988 0.1826 5.1090  -0.636
C 3.1786 0.4786 5.5058  -0.054
C 2.1521 0.4521 4.5554  0.028
C 2.4962 0.1670 3.2247  -0.160
C 3.7956 -0.1542 2.8312  0.016
C 4.8168 -0.1335 3.7781  -0.057
C 1.5421 0.2526 2.1541  -0.493
O 0.2662 0.2660 2.2955  -0.092
O 1.9460 0.2874 0.9071  -0.154
H 2.9773 0.7263 6.5462  0.121
H 1.1147 0.6724 4.8158  0.133
H 3.9937 -0.3767 1.7888  0.120
H 5.8302 -0.3573 3.4727  0.119

Cartesian forces, eV/Å:
N -0.18 -1.22 2.37
C -1.63 -1.74 -0.50
O 2.46 2.71 -0.77
Cs -0.84 -0.84 -1.00
Ta -1.37 0.54 -0.33
N 1.72 -0.34 -0.51
N -0.15 0.70 0.48
C 0.22 -0.22 0.36
C 0.30 0.37 -0.19
C -0.55 -0.13 -0.17
C -0.17 0.07 -0.05
C -0.24 0.18 0.32
C -0.05 -0.25 0.00
C 0.26 0.02 0.27
C 0.07 -0.24 -0.01
H 0.00 0.04 0.23
H 0.30 -0.11 -0.13
H -0.09 0.41 -0.05
H -0.21 -0.11 -0.11
H 0.22 -0.03 -0.14
H 0.00 0.08 0.16
H -0.10 0.23 -0.15
H 0.32 -0.12 -0.07
H -0.21 -0.21 0.00
H 0.00 -0.02 -0.05
H -0.12 0.18 0.00
H -0.14 -0.22 0.08
H 0.12 -0.25 0.14
H -0.12 0.37 -0.08
H 0.10 -0.27 -0.24
H 0.00 0.02 -0.14
H -0.31 0.24 0.23
H 0.20 0.14 0.06
C -0.26 -0.06 -0.47
H 0.21 0.03 0.09
H -0.25 -0.29 0.02
H 0.01 0.26 0.33
C -0.41 0.30 0.01
H 0.19 -0.42 -0.14
H 0.00 0.01 -0.06
H 0.38 -0.03 0.26
Cl -0.11 0.06 0.03
C -0.32 -0.03 -0.41
C -0.25 -0.13 -0.44
C 0.69 0.01 0.35
C -0.26 0.00 -0.34
C 0.80 0.35 0.80
C -0.68 -0.09 -0.25
C -0.06 0.03 0.53
O 0.61 -0.15 -0.48
O -0.67 0.24 0.02
H 0.04 -0.09 -0.26
H 0.40 -0.02 0.00
H 0.13 0.04 0.20
H 0.00 0.00 0.23

Results
* HOMO-LUMO gap: 7.5 eV
* energy: -44344.57825 eV
* charge: +2
* maximum force: 3.74 eV Å⁻¹


3.
Formula: C25H27ClN4O2PS
Source: the Open Molecules 2025 dataset
Level of theory: the ωB97M-V functional and the def2-TZVPD basis

Each line ends with the Löwdin charge.
CARTESIAN COORDINATES (ANGSTROEM)
O 3.9541 -1.9636 0.5715  -0.364
P 4.1417 -1.9226 -1.1007  0.589
Cl 6.0685 -1.0995 -1.3580  0.195
C 2.8676 -0.6687 -1.6750  -0.362
C 1.7963 -0.7417 -2.6336  0.017
N 1.2165 0.5664 -2.5766  0.148
C 1.9063 1.3248 -1.6789  -0.197
C 1.7294 2.8013 -1.1896  -0.120
C 1.5636 2.8207 0.3910  -0.446
S 2.1603 4.3805 1.1866  0.969
C 3.9382 4.3657 0.8578  -0.576
N 4.9065 4.8146 1.7045  0.001
N 6.1329 4.6755 1.1762  0.035
C 5.9500 4.1394 -0.0805  -0.092
O 4.5946 3.9236 -0.2828  -0.058
N 2.9500 0.6406 -1.0968  0.144
H 3.5745 -2.8202 0.8489  0.048
H 1.5326 -1.6318 -3.2444  0.144
H 0.4068 0.8838 -3.1151  0.167
H 2.5681 3.4466 -1.5710  0.120
H 0.7795 3.2066 -1.6513  0.123
H 2.0608 1.9695 0.9262  0.082
H 0.4603 2.7461 0.6196  0.084
H 6.7440 3.9074 -0.8243  0.142
H 3.6157 0.9461 -0.3858  0.166
C -3.7435 3.8021 -1.5299  -0.076
C -4.2375 3.5198 -2.7984  -0.069
C -3.6682 2.5044 -3.5577  -0.079
C -2.6103 1.7642 -3.0442  -0.104
C -2.1188 2.0445 -1.7739  -0.132
C -2.6823 3.0658 -1.0186  -0.121
H -4.1861 4.5959 -0.9398  0.113
H -5.0670 4.0926 -3.1960  0.111
H -4.0497 2.2892 -4.5488  0.109
H -2.1694 0.9676 -3.6353  0.093
H -1.2930 1.4646 -1.3708  0.079
H -2.2952 3.2871 -0.0300  0.101
C 1.0755 -5.1663 0.6370  -0.119
C 0.9107 -6.3539 -0.0659  -0.098
C 0.9963 -7.5713 0.5977  -0.086
C 1.2372 -7.6012 1.9667  -0.083
C 1.3983 -6.4138 2.6702  -0.090
C 1.3218 -5.1960 2.0052  -0.110
H 1.0116 -4.2151 0.1180  0.085
H 0.7162 -6.3305 -1.1322  0.100
H 0.8743 -8.4976 0.0487  0.106
H 1.2991 -8.5508 2.4849  0.107
H 1.5844 -6.4377 3.7377  0.105
H 1.4527 -4.2695 2.5538  0.095
C -3.3159 0.0210 3.1184  -0.098
C -4.5508 -0.4390 3.5590  -0.090
C -5.6838 -0.2483 2.7768  -0.086
C -5.5802 0.3944 1.5487  -0.085
C -4.3447 0.8512 1.1062  -0.095
C -3.2134 0.6684 1.8926  -0.107
H -2.4330 -0.1250 3.7304  0.099
H -4.6307 -0.9460 4.5137  0.104
H -6.6478 -0.6013 3.1240  0.105
H -6.4629 0.5389 0.9366  0.104
H -4.2635 1.3505 0.1481  0.078
H -2.2496 1.0300 1.5492  0.080

Cartesian forces, eV/Å:
O -0.09 0.84 -1.43
P -0.09 -2.28 0.09
Cl -1.56 0.33 0.43
C 0.23 0.75 -0.12
C 2.72 1.14 2.87
N 1.71 -0.82 1.09
C 1.28 1.72 1.50
C -1.28 -0.47 -0.74
C 0.10 -0.20 -0.11
S 0.96 -0.25 -0.86
C 3.75 0.40 1.15
N -3.12 -0.72 -0.35
N -0.67 -1.45 -4.26
C -0.69 1.32 3.68
O 0.15 0.01 -0.36
N -3.73 -1.76 -3.61
H 0.30 0.29 -0.30
H -0.11 1.24 0.47
H 0.39 0.04 0.35
H -0.65 -0.90 0.50
H 1.04 -0.33 0.50
H -0.41 0.67 -0.69
H 1.22 0.26 -0.04
H -1.20 0.07 0.61
H -0.37 0.07 -0.38
C 0.02 0.00 -0.02
C 0.05 -0.04 0.03
C 0.00 -0.01 -0.02
C 0.09 0.05 0.05
C 0.05 0.10 -0.11
C 0.12 0.07 -0.03
H 0.02 -0.06 -0.03
H 0.06 -0.04 0.02
H 0.01 0.00 0.06
H -0.10 -0.02 -0.01
H -0.09 -0.05 0.09
H -0.08 -0.01 -0.01
C 0.07 -0.04 0.06
C 0.03 0.01 -0.03
C -0.01 0.04 0.04
C -0.01 0.05 -0.04
C 0.03 -0.02 0.01
C 0.03 0.01 -0.07
H -0.06 -0.03 0.01
H 0.01 -0.02 0.06
H -0.01 0.05 0.03
H 0.00 0.06 -0.03
H -0.01 0.00 -0.07
H -0.05 -0.04 0.02
C 0.03 0.01 -0.03
C 0.00 0.01 -0.01
C 0.05 0.02 -0.04
C 0.03 -0.03 0.06
C -0.01 -0.01 -0.01
C -0.11 -0.05 0.02
H -0.06 0.01 -0.01
H 0.00 0.04 -0.05
H 0.05 0.01 -0.02
H 0.05 0.00 0.03
H -0.04 -0.04 0.06
H -0.02 -0.01 0.01

Results
* HOMO-LUMO gap: 7.6 eV
* energy: -69056.75296 eV
* charge: +1
* maximum force: 5.49 eV Å⁻¹